1.
A structure of composition C52H49F4IN4P2PbSi, computed with ωB97M-V/def2-TZVPD.

Results
Energy above the lowest of the compared OMol25 structures with the same formula, charge and spin ... 0.0 kJ/mol
HOMO ... -6.71 eV
LUMO level ... 0.20 eV
Gap between HOMO and LUMO ... 6.90 eV

Geometry (Å):
Pb: 0.366 -0.732 -0.358
C: 0.342 3.314 -0.133
Si: -0.055 1.707 0.787
C: 1.045 1.900 2.358
C: 0.670 2.815 3.354
C: 1.496 3.114 4.421
C: 2.745 2.508 4.527
C: 3.139 1.593 3.569
C: 2.296 1.278 2.497
P: 2.809 0.002 1.277
C: 4.325 0.675 0.521
C: 5.287 -0.157 -0.051
C: 6.341 0.378 -0.779
C: 6.440 1.751 -0.957
C: 5.476 2.586 -0.409
C: 4.424 2.053 0.322
C: 3.343 -1.350 2.391
C: 2.318 -2.200 2.817
C: 2.570 -3.204 3.741
C: 3.853 -3.380 4.241
C: 4.880 -2.552 3.812
C: 4.627 -1.539 2.894
C: -1.836 1.966 1.463
C: -2.364 3.265 1.433
C: -3.595 3.579 1.992
C: -4.338 2.586 2.611
C: -3.853 1.287 2.638
C: -2.629 0.959 2.052
P: -2.019 -0.782 2.029
C: -2.913 -1.555 3.424
C: -2.184 -1.773 4.592
C: -2.778 -2.354 5.705
C: -4.109 -2.741 5.657
C: -4.847 -2.538 4.496
C: -4.254 -1.943 3.393
C: -2.902 -1.418 0.503
C: -3.325 -3.713 -0.759
C: -2.857 -3.313 -2.116
C: -3.416 -2.343 -2.836
C: -4.233 -1.347 -2.146
C: -4.130 -0.672 -0.074
H: 0.489 4.136 0.573
H: -0.442 3.596 -0.841
H: 1.265 3.193 -0.708
H: -0.296 3.306 3.286
H: 1.173 3.822 5.175
H: 3.402 2.745 5.355
H: 4.106 1.111 3.656
H: 5.208 -1.233 0.056
H: 7.079 -0.281 -1.219
H: 7.259 2.165 -1.529
H: 5.540 3.657 -0.553
H: 3.671 2.713 0.738
H: 1.315 -2.070 2.420
H: 1.765 -3.854 4.064
H: 4.052 -4.160 4.966
H: 5.883 -2.688 4.196
H: 5.437 -0.893 2.578
H: -1.787 4.059 0.975
H: -3.964 4.597 1.958
H: -5.292 2.815 3.070
H: -4.444 0.523 3.131
H: -1.140 -1.482 4.627
H: -2.199 -2.510 6.607
H: -4.573 -3.205 6.518
H: -5.885 -2.842 4.449
H: -4.847 -1.793 2.497
H: -3.225 -4.776 -0.575
H: -2.112 -3.958 -2.570
H: -3.105 -2.148 -3.855
H: -4.839 -0.716 -2.791
H: -4.593 0.159 0.449
C: 0.038 -4.524 -0.818
C: 1.426 -4.004 -1.173
N: 1.388 -2.909 -2.136
C: 1.030 -3.371 -3.478
C: 0.228 -2.365 -4.311
C: 2.625 -2.136 -2.072
C: 2.591 -0.784 -2.764
N: 1.420 -0.015 -2.377
C: 1.192 1.150 -3.025
C: -0.084 1.755 -2.961
F: -1.067 1.088 -2.293
C: -0.418 2.950 -3.540
F: -1.678 3.407 -3.370
C: 0.487 3.675 -4.287
C: 1.737 3.101 -4.412
F: 2.683 3.743 -5.122
C: 2.086 1.898 -3.829
F: 3.361 1.487 -4.020
H: 0.086 -5.136 0.084
H: -0.394 -5.141 -1.609
H: -0.630 -3.680 -0.629
H: 2.061 -4.832 -1.532
H: 1.895 -3.622 -0.263
H: 0.409 -4.258 -3.352
H: 1.932 -3.698 -4.022
H: -0.397 -1.759 -3.653
H: -0.414 -2.894 -5.020
H: 0.858 -1.691 -4.888
H: 3.476 -2.693 -2.503
H: 2.856 -1.988 -1.011
H: 2.609 -0.946 -3.844
H: 3.529 -0.275 -2.515
H: 0.241 4.623 -4.739
I: -6.137 -4.281 0.519
C: -4.564 -3.080 -0.207
C: -4.954 -1.735 -0.819
N: -3.287 -0.374 -1.276
N: -2.139 -0.993 -0.699
C: -3.277 -2.907 0.536
H: -6.028 -1.590 -0.855
H: -3.133 0.551 -1.673
H: -3.082 -3.476 1.434

=====

2.
A cluster of 9 separate species, C48H109N5O9 in total in a non-equilibrium geometry, computed with ωB97M-V/def2-TZVPD.

Results
Energy above the lowest of the compared OMol25 structures with the same formula, charge and spin ... 30.4 kJ/mol
HOMO ... -7.89 eV
LUMO level ... 0.40 eV
Structure (SMILES) ... CC1(C)CCCC(C)(C)N1O.CC1(C)CCCC(C)(C)N1O.CC1(C)CCCC(C)(C)N1O.CC1(C)CCCC(C)(C)N1O.CC1(C)CCCC(C)(C)N1O.CO.CO.CO.O
Gap between HOMO and LUMO ... 8.29 eV

Geometry (Å):
C: 1.002 -9.537 -0.386
C: 1.039 -8.239 -1.182
C: 2.058 -8.299 -2.320
C: -0.352 -8.036 -1.755
C: -0.687 -6.601 -2.193
C: -0.323 -5.582 -1.136
C: 1.056 -5.773 -0.546
C: 2.116 -5.123 -1.472
C: 1.080 -4.968 0.731
N: 1.338 -7.167 -0.250
O: 2.644 -7.333 0.269
H: 1.968 -10.055 -0.429
H: 0.768 -9.351 0.656
H: 0.268 -10.217 -0.820
H: 2.002 -9.283 -2.797
H: 1.895 -7.519 -3.055
H: 3.066 -8.175 -1.921
H: -0.363 -8.627 -2.678
H: -1.117 -8.382 -1.060
H: -0.126 -6.343 -3.102
H: -1.743 -6.475 -2.442
H: -1.056 -5.476 -0.335
H: -0.234 -4.601 -1.619
H: 1.869 -5.378 -2.515
H: 3.135 -5.383 -1.230
H: 1.947 -4.039 -1.507
H: 0.496 -5.502 1.509
H: 0.679 -3.961 0.634
H: 2.065 -4.931 1.222
H: 2.515 -7.342 1.225
C: 3.817 0.960 2.005
C: 3.184 1.010 3.432
C: 1.720 1.265 3.398
C: 3.420 -0.344 4.095
C: 4.802 -0.566 4.697
C: 5.174 0.583 5.607
C: 5.069 1.975 4.946
C: 5.060 2.938 6.099
C: 6.316 2.237 4.083
N: 3.809 2.054 4.245
O: 3.621 3.359 3.694
H: 3.076 0.552 1.309
H: 4.135 1.957 1.694
H: 4.720 0.350 1.998
H: 1.481 2.128 2.756
H: 1.151 0.429 2.998
H: 1.321 1.543 4.379
H: 2.683 -0.512 4.904
H: 3.215 -1.172 3.409
H: 4.755 -1.466 5.322
H: 5.570 -0.800 3.956
H: 6.233 0.402 5.861
H: 4.694 0.488 6.580
H: 4.752 3.955 5.847
H: 6.015 2.940 6.631
H: 4.317 2.627 6.847
H: 7.187 2.067 4.709
H: 6.263 3.230 3.651
H: 6.346 1.500 3.277
H: 2.690 3.579 3.843
C: -4.564 0.571 4.764
C: -4.339 0.918 3.321
C: -5.017 2.207 3.001
C: -2.844 1.149 3.082
C: -1.978 -0.056 2.832
C: -2.661 -1.022 1.869
C: -4.110 -1.337 2.151
C: -4.636 -1.998 0.851
C: -4.299 -2.371 3.302
N: -4.828 -0.078 2.400
O: -6.235 -0.324 2.695
H: -5.629 0.395 4.964
H: -3.913 -0.191 5.158
H: -4.471 1.508 5.347
H: -4.505 3.100 3.391
H: -5.129 2.408 1.930
H: -6.031 2.295 3.421
H: -2.725 1.845 2.244
H: -2.502 1.674 3.981
H: -0.970 0.207 2.506
H: -1.770 -0.625 3.759
H: -2.070 -1.907 1.634
H: -2.629 -0.411 0.944
H: -4.604 -1.339 -0.017
H: -5.646 -2.404 0.955
H: -3.967 -2.838 0.642
H: -3.764 -3.290 3.020
H: -5.338 -2.675 3.408
H: -3.950 -2.007 4.260
H: -6.634 -0.399 1.816
C: 2.159 4.122 -3.586
C: 2.274 3.552 -2.193
C: 1.309 2.381 -1.982
C: 3.693 3.025 -2.065
C: 4.261 2.998 -0.657
C: 3.957 4.241 0.094
C: 2.524 4.724 0.043
C: 1.636 3.910 1.004
C: 2.553 6.114 0.489
N: 2.052 4.714 -1.323
O: 0.698 5.173 -1.357
H: 2.247 3.412 -4.412
H: 1.179 4.616 -3.748
H: 2.836 4.971 -3.712
H: 1.546 1.836 -1.075
H: 0.259 2.663 -1.995
H: 1.400 1.710 -2.849
H: 3.668 2.006 -2.468
H: 4.355 3.569 -2.739
H: 3.995 2.101 -0.088
H: 5.344 2.863 -0.800
H: 4.622 5.071 -0.193
H: 4.181 4.189 1.169
H: 2.150 3.657 1.929
H: 1.283 2.996 0.529
H: 0.747 4.497 1.251
H: 3.235 6.698 -0.129
H: 2.936 6.174 1.520
H: 1.564 6.568 0.539
H: 0.742 5.960 -1.917
C: -4.727 4.623 -2.211
C: -3.998 3.311 -2.494
C: -3.351 2.812 -1.230
C: -4.994 2.267 -2.969
C: -5.302 2.297 -4.458
C: -4.033 2.335 -5.315
C: -3.048 3.436 -4.919
C: -1.730 3.049 -5.517
C: -3.502 4.773 -5.446
N: -2.945 3.492 -3.485
O: -1.950 4.399 -3.054
H: -5.301 4.978 -3.055
H: -5.371 4.455 -1.340
H: -4.008 5.398 -1.940
H: -4.044 2.716 -0.383
H: -2.837 1.857 -1.365
H: -2.574 3.493 -0.843
H: -4.626 1.282 -2.667
H: -5.927 2.439 -2.423
H: -5.894 1.407 -4.718
H: -5.977 3.133 -4.692
H: -4.291 2.620 -6.340
H: -3.533 1.368 -5.296
H: -0.971 3.844 -5.554
H: -1.854 2.742 -6.562
H: -1.272 2.209 -4.984
H: -2.769 5.533 -5.179
H: -4.453 5.085 -5.029
H: -3.644 4.753 -6.536
H: -1.194 3.832 -2.871
C: 2.818 -1.811 -4.105
O: 2.011 -2.848 -4.544
H: 2.971 -1.039 -4.886
H: 2.418 -1.282 -3.246
H: 3.833 -2.181 -3.918
H: 2.568 -3.495 -4.976
C: -0.183 -0.707 -0.828
O: 0.231 -1.425 0.306
H: -0.023 0.368 -0.690
H: 0.457 -0.983 -1.663
H: -1.242 -0.900 -1.018
H: -0.177 -1.127 1.125
C: -2.794 -3.249 -2.773
O: -3.780 -4.255 -2.843
H: -1.874 -3.663 -3.216
H: -3.021 -2.403 -3.429
H: -2.669 -2.946 -1.747
H: -3.931 -4.446 -3.773
O: 0.750 -2.056 3.341
H: 1.275 -1.760 4.096
H: 1.238 -2.814 2.979

=====

3.
A structure of composition C9H15N3 in a non-equilibrium geometry, computed with ωB97M-V/def2-TZVPD.

Results
Energy above the lowest of the compared OMol25 structures with the same formula, charge and spin ... 884.7 kJ/mol
HOMO ... -8.44 eV
LUMO level ... 0.46 eV
Gap between HOMO and LUMO ... 8.90 eV

Geometry (Å):
C: -2.405 0.725 -1.556
C: -1.028 0.596 -0.950
C: -0.557 1.575 -0.030
C: 0.653 1.365 0.657
C: 0.938 2.296 1.931
C: 1.546 0.248 0.419
C: 1.063 -0.902 -0.264
C: 1.859 -2.026 -0.810
C: -0.278 -0.637 -0.971
H: -3.668 -1.199 -1.739
H: -2.750 -0.746 -3.620
H: -3.133 0.980 -0.699
H: -2.061 1.685 -2.135
H: -1.057 2.571 0.471
H: 1.967 2.094 2.425
H: 0.834 3.360 1.731
H: -1.067 1.699 2.764
H: 0.283 0.905 3.390
H: 2.374 0.130 1.052
H: 1.245 -2.451 -1.852
H: 2.890 -1.577 -1.153
H: 0.906 -3.379 0.157
H: 2.451 -3.707 1.338
H: -0.279 -1.480 -1.695
N: -2.662 -0.660 -2.220
N: 0.034 1.849 3.170
N: 1.902 -3.314 0.187

=====

4.
A structure of composition C3H3AgO3 in a non-equilibrium geometry, computed with ωB97M-V/def2-TZVPD.

Results
Energy above the lowest of the compared OMol25 structures with the same formula, charge and spin ... 86.9 kJ/mol
Charge ... +2
HOMO (spin up / spin down) ... -20.59 / -20.60 eV
LUMO level (spin up / spin down) ... -9.43 / -14.75 eV
2S+1 ... 3
Gap between HOMO and LUMO (spin up / spin down) ... 11.17 / 5.85 eV

Geometry (Å):
O: -0.151 -0.447 -0.886
Ag: 2.494 2.539 -2.021
O: 1.195 1.270 -1.396
C: 0.178 1.017 -0.732
O: -0.492 1.628 0.044
C: -0.260 -1.249 0.105
H: -1.753 -0.208 1.335
H: 0.405 -2.116 0.049
C: -0.954 -0.949 1.300
H: -0.660 -1.485 2.202

=====

5.
A structure of composition C53H54Br2F6O6S in a non-equilibrium geometry, computed with ωB97M-V/def2-TZVPD.

Results
HOMO ... -9.14 eV
LUMO level ... -1.32 eV
Gap between HOMO and LUMO ... 7.82 eV

Geometry (Å):
C: -2.924 -0.172 3.462
C: -1.837 -0.815 2.426
Br: -2.700 -0.624 0.612
C: -1.645 -2.341 2.878
C: -0.100 -2.839 2.862
C: 0.516 -2.576 1.387
C: 1.786 -1.592 1.380
O: 1.582 -0.333 2.057
C: 2.732 0.105 2.798
C: 3.434 1.423 2.201
F: 4.586 1.696 3.018
F: 2.625 2.588 2.279
F: 3.941 1.193 0.878
O: 0.698 -2.366 3.999
C: 1.821 -3.258 4.220
O: 2.948 -2.960 4.633
O: 1.292 -4.526 3.780
C: -0.075 -4.413 3.295
Br: -0.663 -5.741 1.903
S: -1.102 -4.962 4.752
O: -2.603 -4.893 4.503
O: -0.806 -6.434 4.990
C: -0.750 -4.077 6.351
F: -1.074 -2.681 6.331
F: 0.553 -4.319 6.880
F: -1.648 -4.638 7.318
H: -2.580 -0.228 4.551
H: -3.850 -0.864 3.371
H: -3.274 0.862 3.126
H: -0.897 -0.172 2.456
H: -2.334 -3.041 2.272
H: -1.997 -2.395 3.981
H: 0.878 -3.554 0.881
H: -0.253 -2.134 0.653
H: 1.987 -1.339 0.265
H: 2.689 -2.201 1.726
H: 2.355 0.387 3.857
H: 3.549 -0.675 2.955
C: -5.699 -4.348 -3.216
C: -5.349 -5.451 -2.443
C: -4.714 -5.269 -1.218
C: -4.437 -3.984 -0.762
C: -4.791 -2.881 -1.533
C: -5.418 -3.063 -2.762
H: -6.192 -4.490 -4.172
H: -5.571 -6.453 -2.795
H: -4.435 -6.129 -0.618
H: -3.946 -3.841 0.196
H: -4.576 -1.878 -1.176
H: -5.688 -2.203 -3.366
C: -3.694 3.467 -3.160
C: -3.344 2.364 -2.387
C: -2.709 2.545 -1.162
C: -2.433 3.831 -0.706
C: -2.786 4.934 -1.477
C: -3.413 4.752 -2.706
H: -4.187 3.325 -4.116
H: -3.566 1.362 -2.740
H: -2.430 1.685 -0.562
H: -1.941 3.973 0.252
H: -2.572 5.936 -1.120
H: -3.683 5.612 -3.310
C: 5.473 3.240 -4.219
C: 4.808 4.462 -4.216
C: 4.141 4.889 -3.073
C: 4.146 4.098 -1.928
C: 4.814 2.877 -1.929
C: 5.474 2.446 -3.076
H: 5.991 2.906 -5.112
H: 4.810 5.083 -5.107
H: 3.617 5.839 -3.073
H: 3.630 4.433 -1.034
H: 4.820 2.261 -1.037
H: 5.990 1.492 -3.079
C: 3.263 -6.288 6.591
C: 3.582 -7.636 6.723
C: 4.908 -8.025 6.888
C: 5.915 -7.065 6.930
C: 5.596 -5.717 6.801
C: 4.271 -5.328 6.628
H: 2.230 -5.985 6.459
H: 2.796 -8.384 6.697
H: 5.156 -9.077 6.984
H: 6.948 -7.369 7.063
H: 6.381 -4.968 6.836
H: 4.024 -4.277 6.522
C: -5.893 9.105 -4.528
C: -5.543 8.002 -3.755
C: -4.907 8.184 -2.530
C: -4.631 9.469 -2.074
C: -4.984 10.572 -2.845
C: -5.611 10.390 -4.074
H: -6.385 8.963 -5.484
H: -5.765 7.000 -4.108
H: -4.629 7.324 -1.931
H: -4.140 9.611 -1.117
H: -4.770 11.574 -2.489
H: -5.882 11.250 -4.678
C: -4.427 -2.917 -6.634
C: -4.563 -4.250 -7.007
C: -4.714 -4.587 -8.348
C: -4.719 -3.589 -9.319
C: -4.580 -2.256 -8.947
C: -4.438 -1.919 -7.604
H: -4.313 -2.654 -5.587
H: -4.552 -5.028 -6.250
H: -4.826 -5.626 -8.638
H: -4.832 -3.852 -10.366
H: -4.582 -1.478 -9.704
H: -4.335 -0.879 -7.314
C: 8.732 3.143 2.429
C: 9.364 3.968 1.504
C: 8.630 4.555 0.478
C: 7.261 4.325 0.382
C: 6.627 3.501 1.309
C: 7.363 2.907 2.331
H: 9.305 2.683 3.227
H: 10.430 4.154 1.583
H: 9.125 5.194 -0.246
H: 6.688 4.786 -0.416
H: 5.560 3.323 1.235
H: 6.872 2.262 3.050

=====

6.
The molecule C9H19N3 in a non-equilibrium geometry, computed with ωB97M-V/def2-TZVPD.

Results
Energy above the lowest of the compared OMol25 structures with the same formula, charge and spin ... 256.9 kJ/mol
HOMO ... -8.52 eV
LUMO level ... 0.83 eV
Structure (SMILES) ... C=NC(=C)[C@@H](N(C)N)C(C)(C)C
Gap between HOMO and LUMO ... 9.35 eV

Geometry (Å):
C: 2.709 0.531 0.751
N: 1.973 -0.431 0.519
C: 1.293 -0.486 -0.652
C: 1.893 -0.800 -1.806
C: -0.405 -0.492 -0.477
N: -0.881 -1.653 0.387
C: -0.495 -1.616 1.784
N: -0.455 -2.892 -0.130
C: -0.899 0.936 -0.104
C: -2.363 0.885 0.228
C: -0.700 1.725 -1.476
C: -0.145 1.804 0.981
H: 3.246 0.520 1.767
H: 2.794 1.455 0.150
H: 3.002 -0.888 -1.799
H: 1.388 -0.738 -2.825
H: -0.834 -0.864 -1.400
H: -1.108 -0.895 2.319
H: -0.724 -2.592 2.187
H: 0.539 -1.488 1.841
H: -0.997 -3.135 -0.996
H: 0.516 -2.865 -0.380
H: -2.266 0.087 1.025
H: -2.957 0.383 -0.567
H: -2.545 1.878 0.491
H: -1.353 2.574 -1.613
H: -0.963 1.079 -2.262
H: 0.358 1.923 -1.545
H: 0.847 1.783 0.604
H: -0.145 1.324 1.899
H: -0.324 2.948 1.098

=====

Record order is preserved below.
Molar mass: 1230.12 900.43 165.24 194.92 1092.87 169.27 g mol⁻¹